{
  "formula": "C4H4NO",
  "method": "the ωB97M-V functional and the def2-TZVPD basis",
  "symbols": ["C", "C", "N", "C", "C", "O", "H", "H", "H", "H"],
  "xyz": [[2.096, 0.417, 0.002], [0.933, -0.147, -0.002], [0.073, -1.043, -0.003], [-1.186, -1.005, 0.005], [-1.690, 0.428, -0.003], [-0.866, 1.293, 0.002], [2.186, 1.496, 0.025], [3.032, -0.138, -0.026], [-1.805, -1.890, 0.020], [-2.771, 0.589, -0.020]],
  "smiles": "C=C=[N+]=CC=O",
  "molar_mass_da": 82.08,
  "de_lowest_kcal_mol": 11.3,
  "e_homo_ev": -16.11,
  "gap_ev": 9.27,
  "total_charge": 1,
  "spin_multiplicity": 1,
  "e_lumo_ha": -0.2513
}